Molecular formula: C8H26N2O4Rb
Method: DFT, ωB97M-V/def2-TZVPD

Each line ends with the natural charge from an NBO analysis.
Geometry (Å):
Rb1 0.83 1.00 -0.79  0.957
C1 1.53 0.13 3.25  -0.624
C2 0.03 0.02 2.92  -0.093
C3 -0.65 1.36 2.70  -0.038
O1 -1.03 2.12 3.78  -0.513
C4 -0.02 2.47 4.69  -0.259
N1 -0.12 -0.70 1.64  -0.872
H1 2.05 -0.76 2.87  0.207
H2 1.68 0.04 4.32  0.235
H3 1.95 1.04 2.82  0.199
H4 -0.48 -0.50 3.74  0.189
H5 -1.59 1.16 2.17  0.186
H6 -0.07 1.88 1.91  0.113
H7 0.50 1.62 5.13  0.170
H8 -0.52 2.99 5.52  0.209
H9 0.67 3.20 4.26  0.168
H10 -1.09 -0.98 1.53  0.371
H11 0.42 -1.55 1.61  0.368
C5 -2.44 -2.44 -1.00  -0.623
C6 -1.46 -1.91 -2.06  -0.092
C7 -1.91 -0.53 -2.47  -0.060
O2 -0.94 0.06 -3.32  -0.568
C8 -0.77 -0.50 -4.61  -0.255
N2 -0.12 -1.82 -1.39  -0.877
H12 -2.10 -3.35 -0.51  0.216
H13 -3.40 -2.71 -1.45  0.235
H14 -2.66 -1.66 -0.26  0.202
H15 -1.46 -2.59 -2.91  0.195
H16 -1.89 0.17 -1.63  0.167
H17 -2.92 -0.49 -2.89  0.194
H18 -0.13 -1.38 -4.57  0.161
H19 -0.32 0.27 -5.23  0.208
H20 -1.73 -0.79 -5.06  0.180
H21 0.61 -1.87 -2.10  0.366
H22 -0.10 -2.66 -0.82  0.369
O3 3.77 1.46 -0.96  -0.955
H23 3.68 0.50 -0.92  0.476
H24 3.89 1.75 -0.05  0.499
O4 2.39 1.89 -3.26  -0.982
H25 3.10 1.68 -2.63  0.483
H26 2.80 2.39 -3.96  0.490

As for the energy: -20537.783 eV. The largest force on an atom is 0.0291 hartree/bohr. As for the total charge: +1. The calculation puts the energy relative to the best compared isomer or geometry (same formula, charge and spin) at 0.000 eV. The calculation puts the HOMO-LUMO gap at 9.5 eV.


Molecular formula: C8H26O6
Method: DFT, ωB97M-V/def2-TZVPD

Each line ends with the natural charge from an NBO analysis.
Geometry (Å):
C1 -1.13 -2.13 1.66  -0.405
C2 -1.16 -0.86 2.12  -0.222
C3 -0.27 0.18 1.56  -0.014
C4 0.46 0.92 2.39  -0.409
C5 -0.21 0.32 0.05  -0.457
C6 0.98 -0.52 -0.56  -0.389
C7 1.97 0.35 -1.33  -0.381
C8 2.78 1.25 -0.38  -0.624
H1 -1.73 -2.83 2.20  0.210
H2 -0.37 -2.34 0.92  0.205
H3 -1.91 -0.66 2.88  0.213
H4 1.13 1.73 2.13  0.204
H5 0.40 0.78 3.44  0.193
H6 -1.14 -0.02 -0.40  0.216
H7 -0.09 1.36 -0.22  0.222
H8 0.48 -1.20 -1.25  0.209
H9 1.48 -1.12 0.19  0.198
H10 1.42 0.95 -2.06  0.170
H11 2.63 -0.35 -1.86  0.216
H12 3.71 1.56 -0.87  0.217
H13 2.30 2.23 -0.33  0.206
H14 2.95 0.73 0.54  0.210
O1 2.05 -3.16 2.34  -0.943
H15 2.17 -2.26 2.69  0.471
H16 1.24 -3.38 2.83  0.479
O2 -2.86 0.39 -2.84  -0.993
H17 -2.13 1.02 -2.69  0.513
H18 -3.53 0.77 -3.42  0.478
O3 3.18 -3.65 -0.29  -0.942
H19 2.28 -3.84 -0.59  0.462
H20 3.01 -3.07 0.47  0.480
O4 -4.02 0.85 -0.40  -0.973
H21 -3.41 0.22 0.02  0.471
H22 -3.97 0.58 -1.34  0.502
O5 -0.91 2.39 -2.79  -0.968
H23 -1.05 2.83 -1.94  0.511
H24 -0.01 2.04 -2.78  0.472
O6 -2.06 2.87 -0.31  -0.994
H25 -2.91 2.38 -0.38  0.511
H26 -1.77 2.68 0.60  0.477

As for the energy: -21001.748 eV. The largest force on an atom is 0.0405 hartree/bohr. The calculation puts the energy relative to the best compared isomer or geometry (same formula, charge and spin) at 0.085 eV. The SMILES is C=CC(=C)CCCC.O.O.O.O.O.O. The calculation puts the HOMO-LUMO gap at 10.0 eV.


Molecular formula: C8H26O7
Method: DFT, ωB97M-V/def2-TZVPD

Each line ends with the natural charge from an NBO analysis.
Geometry (Å):
C1 0.90 1.52 -2.77  -0.669
C2 -0.12 1.85 -1.75  -0.044
C3 -1.30 2.42 -1.97  -0.343
C4 1.19 2.32 0.40  -0.137
C5 0.41 1.51 -0.37  0.024
C6 0.18 0.11 -0.12  -0.194
C7 1.17 -0.86 -0.10  0.066
C8 0.87 -2.28 0.22  -0.709
H1 1.71 2.23 -3.01  0.254
H2 0.45 1.34 -3.74  0.256
H3 1.48 0.59 -2.58  0.217
H4 -1.80 2.52 -2.92  0.228
H5 -1.76 2.93 -1.14  0.215
H6 1.36 2.10 1.44  0.262
H7 1.67 3.19 -0.07  0.230
H8 -0.84 -0.21 0.03  0.243
H9 2.26 -0.70 -0.17  0.239
H10 1.32 -2.95 -0.51  0.258
H11 -0.20 -2.56 0.22  0.234
H12 1.23 -2.44 1.23  0.300
H13 -1.80 -2.33 3.16  0.502
H14 -1.98 -0.89 2.52  0.519
O1 -1.39 -1.47 3.02  -0.976
H15 -2.30 0.82 0.92  0.453
H16 -3.50 -0.04 0.77  0.501
O2 -2.99 0.44 1.45  -0.941
H17 3.37 0.16 2.40  0.470
H18 1.94 0.10 2.71  0.497
O3 2.67 0.76 2.67  -0.968
H19 -2.26 -2.08 -3.70  0.490
H20 -2.61 -0.76 -3.15  0.480
O4 -2.20 -1.60 -2.87  -0.956
H21 0.15 -1.32 2.71  0.503
H22 0.94 -1.30 4.08  0.497
O5 1.08 -1.40 3.12  -1.011
H23 -2.87 -1.99 -1.11  0.515
H24 -4.27 -1.75 -0.39  0.487
O6 -3.32 -1.66 -0.31  -1.000
H25 3.39 1.28 -0.84  0.458
H26 3.68 1.22 0.71  0.481
O7 4.08 1.17 -0.18  -0.929

As for the energy: -23039.935 eV. The largest force on an atom is 0.0502 hartree/bohr. As for the total charge: +1. The calculation puts the energy relative to the best compared isomer or geometry (same formula, charge and spin) at 0.000 eV. As for the spin multiplicity: 2. As for the expectation value of S²: 0.775. The calculation puts the HOMO-LUMO gap (alpha / beta) at 9.8 / 5.8 eV.


Molecular formula: C8H27BrCuN9O5
Method: DFT, ωB97M-V/def2-TZVPD

Each line ends with the natural charge from an NBO analysis.
Geometry (Å):
Cu1 0.75 0.72 0.20  1.437
Br1 1.81 3.05 -0.25  -0.647
C1 1.90 -0.02 -2.81  0.817
O1 1.13 0.09 -1.86  -0.744
N1 3.17 -0.52 -2.68  -0.824
N2 1.63 0.33 -4.08  -0.814
H1 3.71 -0.62 -3.52  0.387
H2 3.51 -0.91 -1.82  0.402
H3 2.18 0.03 -4.86  0.403
H4 0.65 0.52 -4.20  0.406
C2 -0.18 -2.41 1.00  0.802
O2 0.05 -1.20 0.90  -0.742
N3 -1.37 -2.90 1.40  -0.823
N4 0.74 -3.38 0.84  -0.829
H5 -1.60 -3.87 1.26  0.402
H6 -2.06 -2.22 1.66  0.414
H7 0.51 -4.36 0.94  0.399
H8 1.65 -3.14 0.50  0.411
C3 0.62 1.38 3.45  0.803
O3 0.87 1.01 2.31  -0.728
N5 0.55 2.65 3.93  -0.836
N6 0.18 0.50 4.39  -0.827
H9 0.25 2.94 4.84  0.400
H10 0.78 3.43 3.32  0.423
H11 -0.01 0.88 5.29  0.390
H12 0.34 -0.48 4.24  0.409
C4 3.32 -1.15 1.27  0.797
O4 2.71 -0.32 0.60  -0.701
N7 3.58 -0.99 2.59  -0.824
N8 3.91 -2.26 0.74  -0.853
H13 4.11 -1.75 2.98  0.379
H14 3.45 -0.14 3.11  0.430
H15 4.40 -2.82 1.40  0.398
H16 3.89 -2.40 -0.26  0.410
C5 -1.68 -0.35 -2.15  -0.622
C6 -1.79 1.13 -1.68  -0.073
C7 -3.15 1.77 -1.99  -0.080
O5 -4.22 1.18 -1.26  -0.551
C8 -5.43 1.85 -1.44  -0.250
N9 -1.36 1.29 -0.28  -0.874
H17 -1.10 -1.10 -1.61  0.229
H18 -1.23 -0.31 -3.14  0.202
H19 -2.70 -0.73 -2.26  0.217
H20 -0.99 1.72 -2.14  0.219
H21 -3.37 1.71 -3.06  0.181
H22 -3.08 2.85 -1.79  0.175
H23 -6.24 1.42 -0.86  0.202
H24 -5.69 1.95 -2.50  0.173
H25 -5.38 2.87 -1.04  0.165
H26 -2.08 0.86 0.32  0.373
H27 -1.64 2.22 0.06  0.385

As for the energy: -147063.619 eV. The largest force on an atom is 0.0452 hartree/bohr. As for the total charge: +1. The calculation puts the energy relative to the best compared isomer or geometry (same formula, charge and spin) at 1.206 eV. As for the spin multiplicity: 2. As for the expectation value of S²: 0.755. The calculation puts the HOMO-LUMO gap (alpha / beta) at 8.7 / 7.1 eV.


Molecular formula: C8H28AsF6N3O12S2
Method: DFT, ωB97M-V/def2-TZVPD

Each line ends with the natural charge from an NBO analysis.
Geometry (Å):
N1 -25.88 20.47 -25.16  -0.890
H1 -25.33 20.22 -25.96  0.454
H2 -26.88 20.50 -25.31  0.479
H3 -25.59 21.43 -25.04  0.433
H4 -25.74 19.90 -24.34  0.418
N2 -27.13 21.11 -28.28  -0.933
H5 -27.97 21.49 -28.70  0.455
H6 -27.14 20.14 -28.57  0.428
H7 -27.34 21.30 -27.31  0.463
H8 -26.31 21.61 -28.61  0.433
N3 -30.36 19.77 -28.05  -0.898
H9 -31.37 19.71 -28.07  0.417
H10 -30.08 20.50 -28.69  0.468
H11 -29.86 18.90 -28.14  0.422
H12 -30.18 20.09 -27.11  0.491
C1 -28.95 21.62 -25.80  0.903
O1 -28.13 22.55 -26.07  -0.917
O2 -28.58 20.47 -25.84  -0.938
O3 -30.14 21.83 -25.95  -0.848
C2 -29.73 22.63 -29.59  0.880
O4 -30.87 22.76 -29.17  -0.548
O5 -29.32 21.60 -29.91  -0.771
O6 -28.96 23.51 -29.20  -0.473
As1 -23.61 18.55 -27.65  2.789
F1 -25.36 18.92 -27.66  -0.640
F2 -23.88 17.12 -28.68  -0.627
F3 -21.81 18.20 -27.62  -0.619
F4 -23.37 20.00 -26.59  -0.641
F5 -23.81 17.57 -26.16  -0.622
F6 -23.35 19.54 -29.13  -0.618
O7 -25.86 23.96 -30.84  -0.887
S1 -24.85 22.92 -30.57  2.355
O8 -25.00 21.93 -29.52  -0.912
O9 -24.45 22.18 -31.96  -0.710
C3 -24.74 22.74 -33.22  -0.093
C4 -25.49 21.73 -34.08  -0.635
C5 -23.31 23.80 -30.31  -0.884
H13 -23.85 22.81 -33.85  0.181
H14 -25.32 23.66 -33.23  0.221
H15 -26.41 21.43 -33.58  0.225
H16 -24.95 20.82 -34.37  0.208
H17 -25.80 22.07 -35.07  0.218
H18 -22.45 23.12 -30.27  0.251
H19 -23.35 24.35 -29.37  0.256
H20 -23.15 24.50 -31.13  0.240
O10 -27.94 18.62 -29.14  -0.955
S2 -28.22 17.77 -30.28  2.324
O11 -29.55 17.74 -30.90  -0.878
O12 -27.05 18.00 -31.46  -0.707
C6 -25.69 17.99 -31.06  -0.082
C7 -24.80 18.34 -32.24  -0.621
C8 -27.64 16.08 -29.80  -0.858
H21 -25.43 17.00 -30.69  0.177
H22 -25.54 18.74 -30.28  0.211
H23 -23.77 18.10 -31.99  0.230
H24 -24.83 19.39 -32.54  0.220
H25 -25.15 17.67 -33.02  0.202
H26 -28.44 15.70 -29.18  0.242
H27 -26.71 16.23 -29.25  0.265
H28 -27.44 15.46 -30.67  0.245

As for the energy: -136605.984 eV. The largest force on an atom is 0.2112 hartree/bohr. As for the total charge: -1. As for the spin multiplicity: 2. As for the expectation value of S²: 0.758. The calculation puts the HOMO-LUMO gap at 5.2 eV.


Molecular formula: C8H28BInO8
Method: DFT, ωB97M-V/def2-TZVPD

Each line ends with the natural charge from an NBO analysis.
Geometry (Å):
In1 0.55 0.68 -0.26  1.694
B1 -1.51 2.24 -1.94  -0.712
H1 -1.85 1.53 -1.20  -0.019
H2 -2.20 2.47 -2.73  0.285
H3 -1.36 3.19 -1.45  0.043
H4 -0.63 1.89 -2.45  0.106
C1 -1.21 3.22 2.38  -0.094
C2 -2.23 2.34 1.69  -0.114
O1 -1.72 1.03 1.62  -0.701
O2 0.03 3.19 1.64  -0.740
H5 -1.08 2.86 3.40  0.176
H6 -1.66 4.20 2.51  0.212
H7 -2.28 2.62 0.64  0.209
H8 -3.21 2.40 2.15  0.216
H9 -2.53 0.52 1.58  0.502
H10 0.64 3.80 2.05  0.494
C3 0.89 -1.42 3.13  -0.104
C4 0.76 0.06 3.56  -0.098
O3 1.30 0.99 2.59  -0.741
O4 0.04 -1.70 1.98  -0.731
H11 0.61 -1.96 4.03  0.215
H12 1.95 -1.64 2.96  0.204
H13 1.33 0.28 4.46  0.208
H14 -0.23 0.37 3.90  0.195
H15 1.63 1.81 2.96  0.510
H16 -0.76 -2.14 2.29  0.494
C5 -0.98 -1.87 -2.92  -0.095
C6 -2.02 -1.82 -1.84  -0.092
O5 -1.54 -1.45 -0.49  -0.740
O6 -0.33 -0.56 -2.84  -0.746
H17 -1.51 -2.04 -3.86  0.229
H18 -0.32 -2.66 -2.57  0.181
H19 -2.35 -2.85 -1.74  0.191
H20 -2.93 -1.31 -2.16  0.204
H21 -1.81 -2.20 0.03  0.496
H22 0.11 -0.24 -3.63  0.510
C7 2.52 -2.31 -1.85  -0.102
C8 3.25 -1.22 -2.50  -0.108
O7 2.62 0.05 -2.31  -0.727
O8 1.88 -1.97 -0.61  -0.737
H23 3.25 -3.05 -1.50  0.214
H24 1.82 -2.88 -2.46  0.193
H25 3.50 -1.47 -3.53  0.218
H26 4.21 -0.96 -2.06  0.190
H27 3.31 0.62 -2.68  0.503
H28 2.08 -2.68 0.01  0.510

As for the energy: -30954.197 eV. The largest force on an atom is 0.1127 hartree/bohr. As for the total charge: +2. The calculation puts the energy relative to the best compared isomer or geometry (same formula, charge and spin) at 2.384 eV. The calculation puts the HOMO-LUMO gap at 4.6 eV.